ORCA calculation (wB97M-V/def2-TZVPD) on a structure of composition C22H28IN7STa at a distorted geometry.

Output
- charge = +3
- E (eV) = -54161.906
- Kohn-Sham gap (eV) = 6.034
- molar mass (g/mol) = 730.4

```
60
Properties=species:S:1:pos:R:3:lowdin_charge:R:1
Ta -0.0358 0.2571 -1.4193 1.6550
N 1.6383 -2.3517 -4.6692 0.1652
C 1.4718 -1.3949 -3.7694 -0.7532
S -0.2172 -0.8586 -3.4930 0.7279
N 2.4591 -0.8519 -3.1437 0.0333
N 2.0631 0.1006 -2.2503 -0.1625
C 2.9305 0.9920 -1.9443 0.0051
C 2.4782 2.0753 -1.0980 -0.2335
C 3.2665 3.1572 -0.7847 0.0580
C 2.7184 4.1944 -0.0308 0.0469
C 1.4081 4.0887 0.4020 0.0230
C 0.6727 2.9683 0.0584 -0.0724
N 1.1846 1.9724 -0.6917 -0.0424
H 0.8692 -2.7490 -5.1839 0.1238
H 2.5766 -2.6459 -4.9072 0.1490
H 3.9318 0.9558 -2.3607 0.1664
H 4.2897 3.1960 -1.1347 0.1479
H 3.3075 5.0718 0.2033 0.1466
H 0.9478 4.8643 0.9980 0.1390
H -0.3498 2.8593 0.3873 0.1049
C 1.9680 -0.8783 4.3913 -0.0096
C 1.0350 -0.3177 3.3588 -0.2094
C 0.2103 0.7713 3.6714 0.0502
C -0.6937 1.3048 2.7664 -0.2406
C -1.5994 2.4411 3.1536 -0.0168
C -0.7910 0.6979 1.5112 -0.0734
C -0.0098 -0.4139 1.1937 -0.3092
C 0.9391 -0.8875 2.0975 0.0150
N -0.2415 -1.0673 -0.0812 -0.1219
C -0.4841 -2.5942 -0.1146 -0.5534
C 0.7568 -3.2692 -0.6917 -0.0168
C -1.7164 -2.8890 -0.9788 -0.0494
C -0.7880 -3.1567 1.2764 -0.0174
H 2.5087 -0.0835 4.9041 0.0992
H 2.6865 -1.5715 3.9591 0.0901
H 1.3938 -1.4156 5.1489 0.1084
H 0.2773 1.2042 4.6639 0.1482
H -2.2712 2.1263 3.9530 0.1057
H -2.2137 2.7805 2.3184 0.0808
H -1.0305 3.2887 3.5375 0.0976
H -1.5716 1.0314 0.8391 0.0728
H 1.6047 -1.6945 1.8229 0.1238
H 0.9737 -2.9257 -1.7033 0.0509
H 0.5883 -4.3448 -0.7275 0.1139
H 1.6338 -3.0933 -0.0671 0.0922
H -1.7300 -2.3568 -1.9268 0.0172
H -2.6343 -2.6604 -0.4342 0.0909
H -1.7320 -3.9545 -1.2020 0.1108
H 0.1038 -3.3387 1.8706 0.0901
H -1.2833 -4.1166 1.1357 0.1119
H -1.4640 -2.5152 1.8438 0.1047
I -6.1627 0.2164 -0.6466 1.0691
C -4.3114 0.6427 -1.4118 -0.7318
C -4.0040 1.3751 -2.5635 -0.0302
N -2.6846 1.4038 -2.6989 0.0376
N -2.0673 0.7278 -1.6875 -0.2050
C -3.0908 0.2571 -0.9059 -0.1716
H -4.6561 1.8594 -3.2761 0.1607
H -2.1607 1.8533 -3.4374 0.1766
H -2.8985 -0.3381 -0.0304 0.1099
```